No. 1
18
Properties=species:S:1:pos:R:3:mulliken_charge:R:1 method="wB97M-V/def2-TZVPD" e_above_lowest_kj_mol=91.6 multiplicity=2 largest_force_ev_per_a=3.30 s2=0.754
S 1.06 2.60 -0.51 0.024
S 2.04 1.64 -1.90 -0.173
O 0.89 -1.73 -0.03 -0.478
O -0.55 -1.63 -2.05 -0.616
N -1.72 0.81 0.69 -0.672
C -0.40 0.35 0.27 0.299
C -0.09 -1.03 0.77 -1.077
C 0.82 1.26 0.66 -0.879
H 0.29 -1.22 -1.84 0.312
H -1.66 1.74 1.11 0.297
H 1.60 -2.10 0.50 0.316
H -0.39 0.29 -0.85 0.362
H -1.25 -1.37 -1.46 0.351
H -1.01 -1.63 0.59 0.405
H -2.17 1.06 -0.22 0.309
H -0.07 -1.09 1.84 0.444
H 0.89 1.44 1.77 0.440
H 1.75 0.62 0.66 0.335

---

No. 2
17
Properties=species:S:1:pos:R:3:mulliken_charge:R:1 method="wB97M-V/def2-TZVPD" e_above_lowest_kj_mol=43.8 charge=-1 largest_force_ev_per_a=2.78
O 1.53 1.86 -0.93 -0.592
O 1.21 -1.52 2.69 -0.713
O -0.45 -1.27 0.92 -0.866
N 0.09 -0.26 -1.87 -0.699
C -1.28 -0.35 0.35 -0.926
C -0.54 0.45 -0.77 0.607
C 0.57 1.24 -0.07 -0.746
H -1.84 0.35 0.97 0.302
H -1.23 1.13 -1.29 0.354
H 0.49 -2.16 2.79 0.299
H 1.12 0.56 0.58 0.159
H -0.45 -0.38 -2.71 0.178
H -2.08 -0.91 -0.19 0.332
H 0.48 -1.17 -1.64 0.181
H 0.12 2.00 0.58 0.288
H 0.75 -0.78 2.23 0.446
H 1.52 1.22 -1.66 0.398

---

No. 3
17
Properties=species:S:1:pos:R:3:mulliken_charge:R:1 method="wB97M-V/def2-TZVPD" e_above_lowest_kj_mol=101.2 charge=+1 largest_force_ev_per_a=1.98
O 0.52 1.66 -1.69 -0.523
O -1.45 1.84 -0.63 -0.416
O -0.88 -4.61 0.90 -0.631
N 1.80 0.66 0.25 -0.366
C -0.23 -0.51 0.91 -1.469
C -0.20 1.41 -0.76 0.545
C 0.34 0.86 0.58 0.254
H 1.98 0.03 -0.53 0.363
H 0.16 -0.94 1.83 0.380
H 2.25 1.54 0.03 0.360
H -0.03 -1.18 0.07 0.443
H -1.39 -5.42 0.78 0.321
H -1.29 -0.52 1.08 0.374
H 0.22 1.63 1.34 0.323
H -1.63 2.49 -1.33 0.368
H 2.30 0.20 1.01 0.354
H 0.00 -4.99 0.94 0.319

---

No. 4
18
Properties=species:S:1:pos:R:3:mulliken_charge:R:1 method="wB97M-V/def2-TZVPD" e_above_lowest_kj_mol=207.5 charge=-1 largest_force_ev_per_a=3.68
S -2.05 -0.64 0.79 -0.570
O 2.92 1.20 0.66 -0.631
O 0.62 -0.43 3.01 -0.695
O 1.67 -0.52 -0.82 -0.535
N 0.03 1.06 -2.33 -0.805
C -1.71 0.47 -0.57 -0.775
C 0.48 -0.79 -0.79 -0.224
C -0.57 -0.11 -1.57 0.118
H -1.02 -0.61 -2.42 0.263
H -2.53 0.49 -1.29 0.239
H -1.44 1.52 -0.44 0.293
H 2.62 0.45 1.18 0.323
H -0.16 0.11 3.13 0.327
H 2.21 1.83 0.62 0.286
H 0.35 1.80 -1.71 0.246
H 0.95 0.70 -2.59 0.275
H 0.40 -0.81 2.14 0.302
H 0.22 -1.74 -0.29 0.563

---

No. 5
18
Properties=species:S:1:pos:R:3:mulliken_charge:R:1 method="wB97M-V/def2-TZVPD" e_above_lowest_kj_mol=550.2 charge=-1 largest_force_ev_per_a=5.92
O 0.67 1.69 -0.70 -0.812
O -0.52 3.73 0.05 -0.771
O -0.60 0.67 1.16 -0.508
O 0.56 -1.22 2.57 -1.029
N 0.48 -0.73 -2.11 -0.697
C 0.22 0.65 0.00 0.771
C 0.00 -0.67 -0.67 0.232
C -0.66 -1.92 -0.29 -0.991
H 1.38 -1.62 2.75 0.125
H 1.15 -0.04 -1.99 0.358
H -0.08 0.08 1.80 0.434
H -0.17 -0.32 -2.76 0.239
H -1.76 -1.78 -0.38 0.208
H -0.22 2.81 -0.17 0.383
H -0.41 -2.62 -1.11 0.388
H -0.49 -2.34 0.71 0.247
H -0.56 3.90 1.05 0.275
H 1.01 -0.26 0.09 0.148

---

No. 6
18
Properties=species:S:1:pos:R:3:mulliken_charge:R:1 method="wB97M-V/def2-TZVPD" e_above_lowest_kj_mol=6.7 charge=+1 largest_force_ev_per_a=2.98
O 0.41 1.80 -1.60 -0.628
O 0.54 -2.13 -0.90 -0.560
O 0.92 0.68 2.24 -0.501
O -1.24 1.25 1.71 -0.427
N -1.15 -0.20 -0.53 -0.309
C -0.13 0.48 1.64 0.311
C 0.97 -1.23 0.11 -0.644
C -0.34 -0.67 0.65 0.176
H -0.57 0.61 -1.02 0.313
H 0.94 1.79 -2.43 0.309
H -1.18 -0.98 -1.22 0.421
H -1.14 1.93 2.34 0.374
H 1.64 -0.42 -0.30 0.330
H -2.10 0.11 -0.22 0.392
H 1.36 -2.62 -1.28 0.352
H 1.54 -1.74 0.94 0.370
H -0.95 -1.43 1.17 0.417
H 0.45 2.76 -1.31 0.305

---

No. 7
19
Properties=species:S:1:pos:R:3:mulliken_charge:R:1 method="wB97M-V/def2-TZVPD" e_above_lowest_kj_mol=0.0 charge=-1 largest_force_ev_per_a=1.10
S 0.94 2.05 2.23 -0.274
O 3.00 -0.27 -0.98 -0.710
O 0.89 -1.41 -2.12 -0.768
O -3.18 -0.47 -0.96 -0.767
O -1.11 0.19 -1.57 -0.814
N -1.43 -0.78 0.46 -0.173
C -0.29 -0.12 1.05 -0.260
C -1.96 -0.32 -0.78 0.517
C -0.59 1.26 1.66 -0.598
H 0.79 -1.40 -3.08 0.288
H 2.55 -0.26 -0.13 0.332
H 0.27 -0.80 1.70 0.463
H -1.18 1.17 2.55 0.378
H 0.39 0.13 0.23 -0.107
H -1.06 1.89 0.92 0.329
H -2.00 -1.33 1.07 0.201
H 0.06 -0.93 -1.79 0.426
H 1.66 1.93 1.11 0.109
H 2.25 -0.54 -1.59 0.428

---

No. 8
20
Properties=species:S:1:pos:R:3:mulliken_charge:R:1 method="wB97M-V/def2-TZVPD" e_above_lowest_kj_mol=70.8 charge=-1 largest_force_ev_per_a=4.99
O 2.59 -0.14 -0.22 -0.773
O 2.82 2.65 -1.38 -0.688
O 0.63 -1.25 0.36 -0.677
O 0.62 -3.79 0.34 -0.656
O -0.46 2.69 -0.64 -0.680
O -3.01 -1.98 0.95 -0.653
N 0.87 1.14 0.32 -0.132
C 1.32 -0.25 0.12 0.477
C -1.50 0.83 0.07 -0.737
C -0.31 1.63 -0.06 0.218
H 1.59 1.92 0.45 0.406
H -1.58 0.20 1.02 0.271
H -3.39 -1.38 0.36 0.316
H -1.56 0.20 -0.93 0.164
H 1.90 2.81 -1.67 0.317
H 3.04 1.86 -0.89 0.346
H -0.27 -3.67 0.56 0.258
H -2.28 1.51 0.10 0.454
H 1.07 -2.93 0.57 0.445
H -2.09 -2.05 0.57 0.324